(1)
Entry from the OMol25 dataset: a 17-piece molecular cluster, H34O17 overall (ωB97M-V/def2-TZVPD).

Geometry as XYZ:
```
51
H34O17 | the OMol25 dataset | ωB97M-V/def2-TZVPD
O 3.79 -2.18 -2.39
H 4.16 -1.55 -3.07
H 3.03 -2.48 -2.90
O 1.18 1.03 -3.62
H 0.73 0.44 -2.97
H 0.55 1.69 -3.92
O -2.63 -4.53 -1.39
H -3.05 -3.99 -2.06
H -2.73 -4.26 -0.48
O -0.58 1.44 5.09
H -0.16 2.06 5.69
H 0.18 0.81 5.08
O 1.44 -2.08 4.28
H 0.46 -2.11 4.37
H 1.63 -1.14 4.41
O -2.39 -0.40 4.22
H -2.24 0.47 4.59
H -1.70 -0.55 3.58
O -1.53 2.69 -4.52
H -1.38 3.63 -4.36
H -1.88 2.39 -3.66
O 1.64 -3.70 -1.78
H 0.96 -4.21 -1.34
H 2.11 -2.95 -1.37
O -0.28 1.51 -1.43
H -0.19 1.10 -0.56
H 0.70 1.66 -1.54
O -0.88 -0.81 -5.54
H -0.72 -1.05 -4.62
H -1.76 -0.43 -5.61
O 2.01 0.70 4.96
H 2.38 1.24 5.68
H 2.18 1.32 4.23
O -0.59 -4.78 0.10
H -0.79 -4.93 -0.83
H -0.29 -5.49 0.67
O 3.15 2.62 1.60
H 3.97 2.87 1.18
H 2.51 3.32 1.75
O -2.35 -0.11 1.12
H -2.04 -1.02 1.08
H -3.15 0.01 1.65
O -1.60 -2.13 -1.53
H -0.75 -2.39 -1.14
H -1.26 -1.26 -1.80
O -2.63 3.65 -0.94
H -3.05 3.18 -0.21
H -3.32 4.33 -1.07
O 2.54 5.11 0.54
H 2.17 5.77 1.14
H 2.46 5.51 -0.33
```

## Properties
- energy above the lowest of the compared OMol25 structures with the same formula, charge and spin (eV) = 3.822
- lowest unoccupied orbital energy (eV) = -0.20
- gap between HOMO and LUMO (Eh) = 0.3893

Löwdin atomic charge list, values in e, 2 entries:
1 O -0.080
2 H 0.067

=====

(2)
Entry from the OMol25 dataset: a 17-piece molecular cluster, H34O17 overall (ωB97M-V/def2-TZVPD).

Geometry as XYZ:
```
51
H34O17 | the OMol25 dataset | ωB97M-V/def2-TZVPD
O 3.55 1.21 -0.23
H 3.42 1.06 -1.19
H 3.56 0.27 -0.03
O 1.76 3.32 -3.40
H 1.27 4.00 -3.86
H 2.24 3.42 -2.59
O 0.77 -2.39 0.15
H -0.19 -2.42 0.05
H 0.98 -3.24 0.56
O -2.88 -1.62 -0.62
H -2.37 -1.58 0.19
H -2.77 -2.42 -1.17
O 1.99 3.34 -0.15
H 1.26 3.64 0.39
H 1.95 2.37 -0.04
O 2.78 -4.08 1.86
H 3.43 -4.18 2.56
H 2.63 -4.89 1.38
O -5.41 -2.08 0.12
H -4.79 -1.50 -0.37
H -4.72 -2.19 0.80
O 1.44 -0.11 -2.84
H 2.02 -0.08 -3.61
H 1.27 -1.00 -2.54
O -2.32 2.59 -0.28
H -1.47 2.77 -0.71
H -2.56 1.81 -0.80
O 1.28 1.81 -5.73
H 1.47 2.48 -5.05
H 0.50 1.39 -5.35
O -0.61 3.46 4.99
H 0.31 3.14 5.02
H -0.62 3.44 4.02
O 0.48 -3.59 3.13
H 0.34 -4.51 2.94
H 0.78 -3.65 4.05
O 5.35 2.33 1.34
H 5.06 3.12 0.87
H 4.72 1.62 1.16
O -4.52 1.30 -1.05
H -5.43 1.15 -0.79
H -4.52 2.01 -1.69
O 1.29 1.12 2.10
H 1.94 0.42 1.99
H 0.53 0.71 1.67
O -1.86 -1.63 3.51
H -1.90 -1.04 4.27
H -0.98 -2.03 3.59
O -3.24 -3.18 -2.65
H -4.20 -3.19 -2.54
H -2.99 -2.69 -3.43
```

## Properties
- energy above the lowest of the compared OMol25 structures with the same formula, charge and spin (eV) = 3.812
- lowest unoccupied orbital energy (eV) = -0.37
- gap between HOMO and LUMO (Eh) = 0.3743

Löwdin atomic charge list, values in e, 2 entries:
1 O -0.068
2 H 0.069

=====

(3)
Entry from the OMol25 dataset: a 17-piece molecular cluster, H34O17 overall (ωB97M-V/def2-TZVPD).

Geometry as XYZ:
```
51
H34O17 | the OMol25 dataset | ωB97M-V/def2-TZVPD
O -4.08 -3.10 2.41
H -3.14 -2.83 2.20
H -4.64 -2.49 2.83
O 0.28 0.08 5.53
H -0.37 -0.56 5.38
H 1.06 -0.20 5.91
O -3.52 0.83 -2.86
H -2.77 1.43 -2.51
H -3.09 0.03 -2.36
O 3.82 -0.82 0.84
H 3.69 -0.47 -0.03
H 2.97 -1.12 0.97
O -1.01 -0.40 2.42
H -1.34 -0.19 3.27
H -1.16 0.50 1.96
O 1.13 -2.64 1.38
H 1.50 -2.96 2.12
H 1.55 -2.72 0.60
O -0.86 -4.42 -3.64
H -0.71 -4.03 -2.76
H -1.71 -4.69 -3.61
O -0.38 0.16 -1.94
H 0.20 0.90 -1.87
H -0.74 -0.01 -0.94
O -4.01 3.38 0.63
H -3.41 3.72 0.09
H -3.94 3.80 1.45
O 2.67 0.33 -3.74
H 3.63 0.43 -3.80
H 2.42 1.19 -4.16
O 1.35 3.24 -3.87
H 0.80 3.55 -4.69
H 0.76 2.67 -3.36
O -1.34 -1.95 -2.20
H -1.14 -1.78 -3.16
H -0.55 -1.82 -1.70
O 3.17 3.52 1.82
H 3.26 2.80 2.20
H 2.78 4.20 2.46
O 1.88 0.66 3.06
H 1.35 0.38 2.30
H 2.45 0.02 3.29
O 3.04 -2.76 -0.46
H 3.99 -2.78 -0.22
H 3.28 -2.55 -1.44
O 0.73 2.02 -0.33
H 1.07 2.78 0.03
H -0.14 1.81 -0.33
O -3.24 1.05 0.30
H -3.96 1.71 0.44
H -3.58 0.13 0.11
```

## Properties
- energy above the lowest of the compared OMol25 structures with the same formula, charge and spin (eV) = 7.430
- lowest unoccupied orbital energy (eV) = -0.18
- gap between HOMO and LUMO (Eh) = 0.3849

Löwdin atomic charge list, values in e, 2 entries:
1 O -0.071
2 H 0.070

=====

(4)
Entry from the OMol25 dataset: a 17-piece molecular cluster, H34O17 overall (ωB97M-V/def2-TZVPD).

Geometry as XYZ:
```
51
H34O17 | the OMol25 dataset | ωB97M-V/def2-TZVPD
O -3.27 -0.40 -0.68
H -3.85 -0.44 -1.45
H -3.05 -1.26 -0.32
O -3.29 -2.27 2.92
H -3.27 -1.30 2.90
H -2.47 -2.43 2.41
O 0.39 -1.26 -2.08
H 0.65 -0.84 -1.27
H -0.03 -0.70 -2.74
O 3.01 -0.44 0.69
H 2.09 -0.66 0.54
H 3.63 -1.18 0.59
O -3.47 0.84 1.72
H -3.03 1.69 1.77
H -3.35 0.29 0.92
O 0.38 -0.57 -5.40
H -0.03 0.29 -5.27
H 1.18 -0.51 -5.92
O 5.46 0.17 1.10
H 4.62 0.30 0.65
H 6.31 0.18 0.66
O -1.72 -2.81 0.42
H -1.52 -3.70 0.72
H -1.76 -2.90 -0.54
O 0.06 1.01 3.06
H 0.27 1.08 3.99
H 0.89 1.10 2.59
O -2.01 -4.50 3.10
H -2.82 -4.12 3.46
H -1.45 -3.71 3.12
O -1.64 5.68 0.21
H -0.74 5.89 -0.08
H -1.29 5.29 1.04
O 1.68 1.26 -4.37
H 2.21 0.78 -3.73
H 2.23 1.25 -5.16
O -5.88 0.94 -1.12
H -5.63 0.77 -0.20
H -5.53 1.83 -1.24
O 3.34 0.08 3.88
H 3.44 -0.03 2.92
H 3.89 0.88 3.91
O -1.80 2.02 -0.78
H -0.85 2.09 -0.90
H -2.11 1.73 0.08
O 2.52 2.70 -1.98
H 2.28 3.60 -2.20
H 2.24 2.16 -2.73
O 4.31 -3.07 -0.06
H 5.01 -2.94 0.59
H 3.81 -3.83 0.26
```

## Properties
- energy above the lowest of the compared OMol25 structures with the same formula, charge and spin (eV) = 3.981
- lowest unoccupied orbital energy (eV) = -0.23
- gap between HOMO and LUMO (Eh) = 0.3977

Löwdin atomic charge list, values in e, 2 entries:
1 O -0.050
2 H 0.067

=====

Question: lowest unoccupied orbital energy of number 2 (H34O17)?
Answer: -0.37 eV